[1]
A gas-phase ion, C6H14NO (charge +1), computed with ωB97M-V/def2-TZVPD.

Geometry as XYZ:
```
22
Properties=species:S:1:pos:R:3:forces:R:3:lowdin_charge:R:1
H 2.10368 0.10024 1.02310 0.3 -0.7 0.2 0.12
H 1.32433 -1.17001 -0.71414 0.2 -0.2 0.0 0.10
H -2.69780 -2.42457 0.13292 0.1 -0.1 0.0 0.13
C 1.77409 1.08701 0.78846 -0.3 0.5 -0.2 -0.14
C 0.34276 -0.97410 -1.14347 -0.2 0.5 -0.2 -0.17
C 0.02281 0.52681 -0.96830 0.1 -0.3 -0.2 -0.20
H -0.63607 -2.93349 -1.12470 0.1 0.0 0.2 0.13
H -0.28559 -2.23396 0.45363 -0.1 -0.4 0.1 0.11
H -0.03700 2.15122 0.40365 -0.1 -0.1 0.2 0.13
H -0.99539 0.72488 -1.26996 -0.3 -0.1 0.4 0.10
C 0.30285 1.10865 0.42070 -0.2 0.3 -0.6 -0.18
N 1.99479 1.91846 2.03823 0.6 0.0 -0.3 0.20
H 0.48920 -1.11683 -2.20920 -0.2 -0.2 -0.2 0.12
H 2.42992 1.51054 0.02307 -0.2 0.0 0.0 0.15
H 1.95871 2.91225 1.82432 -0.4 0.2 0.0 0.17
H 0.55833 1.08380 -1.72628 0.7 0.2 0.0 0.11
C -0.64395 -2.00040 -0.55007 0.2 0.5 0.1 -0.14
H -0.28383 0.55617 1.15372 0.0 0.1 0.3 0.12
H 2.92937 1.77671 2.41511 0.1 -0.2 0.2 0.17
O -2.63375 -0.62306 -0.71056 -0.1 0.2 -0.1 0.06
C -2.09952 -1.64202 -0.36925 0.0 -0.1 -0.1 -0.25
H 1.31207 1.69677 2.75514 -0.2 0.0 0.2 0.17
```
Forces are in eV/Å.

Computed properties:
Kohn-Sham gap (eV): 8.66
Energy above the lowest of the compared OMol25 structures with the same formula, charge and spin (kcal per mole): 15.1
LUMO energy (eV): -3.811
Net charge: +1

[2]
A gas-phase ion, C6H14NO (charge +1), computed with ωB97M-V/def2-TZVPD.

Geometry as XYZ:
```
22
Properties=species:S:1:pos:R:3:forces:R:3:lowdin_charge:R:1
H 2.20365 1.43438 -0.89745 0.0 0.0 0.1 0.17
H 0.13030 3.46374 -0.27176 0.1 0.3 -0.6 0.13
N 1.89193 2.34366 -0.54751 -0.2 -0.1 0.2 0.19
H 0.12242 2.25080 -1.64732 0.1 0.5 -0.1 0.13
H -0.45710 -0.79611 -0.91079 -0.1 -0.5 -0.3 0.11
O -2.32608 -3.13594 0.18651 0.7 -0.9 0.5 -0.05
H 1.31889 0.39363 0.88473 0.1 -0.6 0.4 0.09
H 0.02853 -2.37927 1.65068 0.3 -0.6 -0.1 0.12
C -0.39513 1.50378 0.30213 -0.1 -0.3 0.9 -0.17
C 0.38446 2.47026 -0.61395 -0.5 -1.2 0.1 -0.12
H 2.31767 3.06613 -1.11529 0.2 0.2 -0.3 0.17
C 0.24202 0.18846 0.86410 -0.2 1.3 -0.4 -0.19
H -0.15204 0.14750 1.87806 0.5 -0.3 0.2 0.12
H 2.26752 2.46776 0.39217 -0.1 -0.1 0.2 0.17
H -0.75803 -4.33965 0.05176 0.4 0.2 0.0 0.12
H -0.66632 2.10291 1.17357 -0.1 -0.1 0.0 0.11
H -1.33794 1.21316 -0.16577 0.1 0.4 -0.2 0.12
C -0.15030 -1.04242 0.09956 1.0 0.0 0.2 -0.13
H -2.77620 -2.57985 -0.42025 -0.5 0.8 -0.8 0.06
C -0.95498 -3.29610 -0.20300 -0.2 -0.8 0.8 -0.24
H -0.78798 -3.18561 -1.27448 -0.1 0.2 0.0 0.12
C -0.14529 -2.29123 0.58430 -1.3 1.6 -0.7 -0.05
```
Forces are in eV/Å.

Computed properties:
Kohn-Sham gap (eV): 8.67
Energy above the lowest of the compared OMol25 structures with the same formula, charge and spin (kcal per mole): 42.1
LUMO energy (eV): -3.867
Net charge: +1

[3]
A gas-phase ion, C6H14NO2 (charge +1), computed with ωB97M-V/def2-TZVPD.

Geometry as XYZ:
```
23
Properties=species:S:1:pos:R:3:forces:R:3:lowdin_charge:R:1
H -1.77693 -0.58120 -1.87735 0.0 -1.7 -1.5 0.08
H -2.17565 -2.00630 0.15192 0.3 -1.0 0.0 0.07
C 2.09133 -1.22542 -0.61873 -0.2 -1.0 -0.6 0.03
C -1.62493 0.05179 -0.06111 -1.5 0.0 2.0 -0.55
H 1.93197 -2.06915 0.11385 0.3 0.7 -0.8 0.15
C -1.63258 1.32132 0.78342 3.2 -0.9 -0.8 0.01
O 0.79139 0.40794 0.36775 -1.2 0.5 0.5 0.10
H -2.53178 1.79349 1.03259 -1.6 0.2 -0.1 0.08
H 1.32529 -1.34885 -1.44386 0.6 0.3 1.2 0.14
O -0.20357 -0.58967 0.00314 0.0 1.0 0.6 -0.03
H -2.43333 -1.14293 1.70491 0.5 0.1 0.4 0.09
C 1.95488 0.05044 0.10367 -0.6 -1.4 -1.9 -0.31
H -3.47205 -0.87009 0.27610 0.9 -0.3 0.7 0.12
H -0.96686 2.04233 0.24684 -0.6 -0.2 0.8 0.10
H 3.90866 0.43741 -0.14024 0.3 0.2 0.2 0.09
H -1.88531 1.02519 -1.88935 0.3 0.8 0.1 0.10
H -1.14750 0.96037 1.70163 -0.1 0.8 0.0 0.10
H 2.91146 1.86883 -0.37142 0.1 -0.7 1.7 0.16
H 3.29660 1.05228 1.44826 -0.5 0.6 -2.1 0.17
C -2.42760 -1.09197 0.63453 -1.5 1.5 -2.0 0.01
H 3.05181 -1.24138 -1.10788 0.5 -0.4 0.3 0.09
N -2.05307 0.19531 -1.36692 -0.1 0.6 0.6 0.14
C 3.06777 0.96028 0.30826 1.0 0.6 0.8 0.05
```
Forces are in eV/Å.

Computed properties:
Kohn-Sham gap (eV): 9.19
Energy above the lowest of the compared OMol25 structures with the same formula, charge and spin (kcal per mole): 82.0
LUMO energy (eV): -4.665
Net charge: +1

[4]
A molecular structure, C6H14NO3, computed with ωB97M-V/def2-TZVPD.

Geometry as XYZ:
```
24
Properties=species:S:1:pos:R:3:forces:R:3:mulliken_spin:R:1
H -0.53243 1.84853 -0.73006 1.7 2.0 2.3 0.00
H 1.63062 0.97946 2.05725 1.3 0.4 -0.8 0.00
C -0.59223 -1.13124 -1.90905 -2.6 0.6 -1.4 0.17
H -0.26521 1.02941 1.97237 0.5 -0.4 -0.6 0.00
O 0.07956 2.38146 0.10513 -1.0 -2.3 -1.0 0.01
H 1.16926 -1.75447 -1.23804 0.2 -0.8 0.7 0.00
H 0.18346 3.30119 -0.06097 -0.1 1.1 -0.3 0.00
H -0.55006 -1.68185 -2.88495 -0.1 0.7 0.8 0.01
H -0.47056 -2.69398 1.77347 -0.2 -2.2 0.1 0.00
C -0.62703 0.37237 2.75904 -0.6 -0.4 -0.9 0.00
H 0.95493 0.85123 -1.97390 -1.4 -1.8 -0.2 0.01
C 0.13807 -1.85876 -0.86327 1.4 0.9 1.0 0.00
H -1.68990 -1.10946 -1.56220 1.4 0.5 -1.0 -0.01
H 1.95829 1.65939 0.73230 -0.1 0.0 0.3 0.00
H -1.03166 1.00384 3.51268 -0.3 -0.1 1.3 0.00
O 2.40379 1.24249 1.49181 -1.1 -0.3 0.5 0.00
N -0.81548 -0.88632 2.73662 0.3 0.2 0.1 0.00
C -0.09775 0.42225 -2.27640 1.6 0.2 -1.7 0.01
C -0.04100 -1.09565 0.47255 0.0 -2.5 -1.9 0.00
H 0.04864 -0.04172 0.37349 0.0 0.7 0.1 0.00
H -0.24827 -2.90273 -0.89971 0.6 0.6 0.4 0.02
H -0.20507 0.47886 -3.41282 0.3 -0.3 1.2 0.03
C -0.42806 -1.68518 1.58609 0.2 3.8 0.9 0.00
O -0.97192 1.27090 -1.76143 -2.0 -0.3 -0.2 0.75
```
Forces are in eV/Å.

Computed properties:
Kohn-Sham gap (alpha / beta) (eV): 9.88 / 6.04
Spin multiplicity: 2
LUMO energy (alpha / beta) (eV): 0.497 / -3.330
<S²>: 0.755

[5]
A single C6H14NO3P molecule, computed with ωB97M-V/def2-TZVPD.

Geometry as XYZ:
```
25
Properties=species:S:1:pos:R:3:forces:R:3:lowdin_charge:R:1
H -2.53828 0.78539 -1.59804 1.2 0.8 -0.1 0.13
H 1.07109 -2.57056 2.55164 0.6 1.1 0.9 0.12
H 0.92577 -0.35099 3.94025 1.6 0.5 -1.3 0.11
H 0.75187 0.20864 -3.73186 -1.2 1.9 -0.9 0.12
H -1.85308 2.13193 -2.41845 -0.7 2.6 -1.8 0.05
H -1.29210 1.80384 -0.77769 -0.3 0.2 -0.3 0.11
C -1.59024 1.41048 -1.75936 -2.4 -1.8 3.1 -0.08
C 1.93746 -0.54739 3.40256 -3.4 -2.1 1.1 -0.06
P -0.50822 -1.38648 0.79020 -1.2 -1.6 4.3 0.63
C 1.62623 -1.60817 2.34381 1.5 -1.7 -1.6 -0.30
C -1.56170 -1.14603 2.18999 1.3 0.1 -3.6 -0.20
H 0.28692 2.07341 -3.60308 0.3 -0.8 -0.1 0.10
H 2.44859 -1.00969 4.21966 1.2 0.0 0.3 0.06
H 2.39824 0.28061 2.91903 0.3 0.7 0.1 0.07
O 1.02113 -0.98588 -1.88825 -1.0 0.1 0.6 0.11
H 2.55220 -1.98243 1.76253 -0.9 0.6 1.4 0.14
O 0.89713 -0.98549 1.31495 0.6 1.7 -1.0 -0.32
H -0.14082 -2.59262 0.15540 -0.4 -0.2 0.0 0.06
H -0.88950 1.01496 -4.43060 1.1 -0.5 1.1 0.11
O -0.84040 -0.54027 -0.45613 0.8 1.1 -2.4 -0.18
H -2.55036 -1.51681 2.09833 -0.9 -0.3 0.1 -0.05
C -0.07140 1.01995 -3.62593 0.8 -0.8 -0.8 -0.04
N -0.57117 0.66727 -2.33093 1.9 -2.8 0.6 -0.18
C 0.02121 -0.37414 -1.62191 -1.2 1.5 -0.5 -0.45
H -0.99482 -1.47354 3.02338 0.4 -0.3 0.9 -0.06
```
Forces are in eV/Å.

Computed properties:
Kohn-Sham gap (eV): 8.22
Energy above the lowest of the compared OMol25 structures with the same formula, charge and spin (kcal per mole): 55.0
LUMO energy (eV): 0.761

[6]
A gas-phase ion, C6H14NS (charge +1), computed with ωB97M-V/def2-TZVPD.

Geometry as XYZ:
```
22
Properties=species:S:1:pos:R:3:forces:R:3:lowdin_charge:R:1
H 0.47997 2.24090 0.64723 0.5 0.7 0.8 0.03
C 0.19087 1.33758 -1.25638 1.0 1.2 0.5 -0.15
C 0.70040 -1.12039 -1.59761 -3.0 -1.0 -1.7 -0.03
H 0.73748 -0.03991 2.55571 -0.2 -0.4 0.4 0.11
H -1.95294 -1.79737 0.51749 -2.9 -0.8 -1.9 0.04
H -0.78988 3.10121 -0.10469 -0.6 1.3 -0.7 0.06
H 0.44348 -1.28049 -2.70354 0.4 -0.1 1.5 0.14
C -0.55601 -0.23816 0.93840 0.3 -1.3 -1.2 -0.60
C -0.38220 2.15019 0.04997 0.1 -2.2 -1.1 -0.34
H -0.31967 -2.42485 1.09553 -2.0 1.4 -0.2 0.14
N -0.16805 -0.07799 -1.08234 0.5 1.1 2.0 -0.13
H 0.46476 -2.00546 -0.98834 0.5 0.0 -0.6 0.09
H -1.09868 -0.18345 -1.38692 -1.4 -0.4 -0.5 0.12
C -1.20207 -1.63337 1.16209 6.0 0.7 2.3 -0.05
H 1.52584 -0.82766 1.25943 1.1 -1.3 -0.8 0.08
C 0.84062 -0.07555 1.47564 -1.5 2.4 0.8 -0.07
H -0.09416 1.79140 -2.23163 -0.6 -0.5 0.7 0.13
H 1.33415 1.45317 -1.31563 -1.6 -0.4 0.6 0.15
H 1.67850 -0.82213 -1.55602 2.5 0.6 0.4 0.06
S -1.63009 1.13338 0.98441 1.2 0.4 -1.0 1.02
H 1.20310 0.95038 1.29396 0.4 -1.1 -0.2 0.08
H -1.40541 -1.63142 2.24326 -0.7 -0.2 -0.4 0.11
```
Forces are in eV/Å.

Computed properties:
Kohn-Sham gap (eV): 10.00
Energy above the lowest of the compared OMol25 structures with the same formula, charge and spin (kcal per mole): 46.5
LUMO energy (eV): -3.770
Net charge: +1

[7]
2 unconnected molecules or ions with the total composition C6H14O, computed with ωB97M-V/def2-TZVPD.

Geometry as XYZ:
```
21
Properties=species:S:1:pos:R:3:forces:R:3:lowdin_charge:R:1
H -0.13817 0.87269 1.99034 0.0 0.1 -0.1 0.13
H -2.45206 1.50981 1.23237 0.0 0.0 -0.1 0.11
H 2.65557 -2.36900 -0.69272 0.1 0.2 -0.1 0.08
H 0.64487 -1.00598 0.00956 0.3 0.1 0.1 0.00
C -1.71717 1.12217 0.51874 0.0 0.1 0.0 -0.23
H -0.87745 -1.97569 -0.76413 0.2 0.2 0.1 0.06
H -1.84853 1.67114 -0.42511 0.0 0.0 0.1 0.11
C 2.47010 -1.28832 -0.71765 0.2 -0.1 -0.1 -0.16
H -2.93813 -0.51699 -0.14592 0.2 0.0 0.0 0.10
H 1.77099 1.24744 0.44711 -0.2 -0.2 -0.1 0.09
H 3.42896 -0.76074 -0.64350 -0.2 -0.1 0.0 0.08
H -1.89193 -0.91656 1.20853 0.0 0.1 -0.1 0.11
H -0.17365 2.45947 1.24515 0.0 -0.1 0.0 0.13
H 0.63520 1.20758 -0.97403 -0.1 -0.1 0.1 0.09
H 2.00474 -1.03403 -1.68455 0.0 -0.1 0.2 0.08
C -0.83685 -0.87967 -0.66603 -0.3 0.0 -0.2 -0.14
C 0.77145 1.01977 0.08579 -0.2 0.3 -0.1 0.07
H -0.91043 -0.44564 -1.67208 0.1 0.0 0.2 0.06
O 1.63520 -0.93173 0.36130 -0.2 -0.2 0.0 -0.22
C -1.92043 -0.36986 0.25359 0.0 0.0 0.1 -0.30
C -0.31227 1.38413 1.03324 0.0 -0.1 0.0 -0.25
```
Forces are in eV/Å.

Computed properties:
Kohn-Sham gap (alpha / beta) (eV): 7.71 / 7.09
Energy above the lowest of the compared OMol25 structures with the same formula, charge and spin (kcal per mole): 118.5
LUMO energy (alpha / beta) (eV): 0.209 / -0.119

[8]
A single C6H14O molecule, computed with ωB97M-V/def2-TZVPD.

Geometry as XYZ:
```
21
Properties=species:S:1:pos:R:3:forces:R:3:lowdin_charge:R:1
C 0.78458 -0.47426 -0.27335 0.0 0.0 0.0 -0.23
H 1.42370 1.54761 -0.69333 -0.2 -0.1 0.0 0.11
H 1.89361 -2.28838 2.52857 0.0 0.0 -0.2 0.07
H -0.21501 2.20375 -2.18484 0.0 -0.2 0.1 0.12
O -1.73020 1.94873 -0.89999 0.0 0.2 -0.1 -0.20
H 0.75895 -2.83964 1.28506 0.1 0.1 0.0 0.07
C -0.58353 1.40452 -1.53108 0.2 0.0 -0.1 -0.23
H -3.34868 0.70418 -1.21885 0.0 -0.1 0.0 0.09
H -2.18107 0.10329 -0.01756 0.0 0.1 0.0 0.08
H 2.12973 -0.08401 1.36990 -0.1 -0.1 -0.1 0.11
H 0.46692 -0.38502 1.84408 0.1 -0.1 -0.1 0.11
H -3.22920 1.47721 0.37697 0.0 0.0 -0.1 0.09
H 0.10142 1.43986 0.45270 0.2 -0.1 -0.1 0.11
H 2.45191 -2.52821 0.86491 -0.1 0.1 0.1 0.07
H -0.85590 0.55140 -2.17611 0.0 0.1 0.2 0.12
C -2.65529 1.00539 -0.42500 -0.2 -0.2 0.1 -0.12
H 1.54679 -0.82466 -0.98596 -0.2 0.1 0.1 0.11
C 1.61134 -2.17566 1.47510 0.0 -0.1 0.0 -0.12
C 0.48344 1.01805 -0.48646 0.0 0.1 0.0 -0.18
C 1.26019 -0.72375 1.16153 0.0 0.0 0.0 -0.29
H -0.11370 -1.08040 -0.46626 0.1 0.1 0.0 0.10
```
Forces are in eV/Å.

Computed properties:
Kohn-Sham gap (eV): 10.72
Energy above the lowest of the compared OMol25 structures with the same formula, charge and spin (kcal per mole): 23.0
LUMO energy (eV): 1.107

Calculated total energy in eV, matching the order above: -9979.59041, -9978.41799, -12023.49196, -14076.26184, -23368.36903, -18766.06944, -8491.75238, -8495.89418
Maximum force in eV Å⁻¹, matching the order above: 0.78, 2.16, 3.38, 3.90, 4.71, 6.49, 0.37, 0.28